Entry 1:
A cluster of 2 separate species, C5H9O4S in total, computed with wB97M-V/def2-TZVPD.

```
19
Properties=species:S:1:pos:R:3:nbo_charge:R:1
C 0.492 -0.406 0.904 -0.555
C 1.705 -1.062 1.585 -0.050
C 1.398 0.031 -0.162 0.339
C 0.288 0.998 -2.185 -0.630
C 1.417 0.343 -1.429 -0.326
O -2.125 -1.183 0.158 -1.032
O -2.311 0.866 1.807 -1.004
O -3.726 0.647 -0.385 -0.997
O 2.511 -0.419 0.530 -0.530
S -2.336 0.342 -0.012 1.641
H -0.232 -1.182 0.473 0.298
H -0.134 0.159 1.521 0.265
H 1.968 -0.653 2.532 0.161
H 1.731 -2.240 1.657 0.159
H 0.787 1.695 -2.778 0.197
H -0.531 1.345 -1.577 0.230
H -0.221 0.274 -2.942 0.190
H 2.362 0.184 -1.869 0.196
H -3.044 0.259 2.172 0.449
```

Calculated values
frontier orbital gap: 8.39 eV
strongest force on any atom: 0.07547 Eh/bohr
charge: -1
E_LUMO: 3.63 eV
energy relative to the best compared isomer or geometry (same formula, charge and spin): 1.846 eV
E_HOMO: -4.76 eV

Entry 2:
The ion C16H34N3S with charge +1, computed with wB97M-V/def2-TZVPD.

```
54
Properties=species:S:1:pos:R:3:nbo_charge:R:1
C -0.129 -4.034 0.301 -0.607
C -1.184 -2.973 0.597 -0.394
C -2.409 -3.141 -0.301 -0.391
C -3.545 -2.173 0.030 -0.388
C -3.232 -0.725 -0.344 -0.397
C -4.395 0.201 0.008 -0.393
C -4.232 1.634 -0.500 -0.397
C -3.025 2.370 0.086 -0.223
N -1.805 2.011 -0.609 -0.557
C -0.582 1.768 -0.144 0.348
S 0.640 1.515 -1.270 -0.235
N -0.354 1.683 1.186 -0.608
C 0.954 1.793 1.797 -0.239
C 1.691 0.448 1.894 -0.226
N 2.432 0.147 0.653 -0.476
C 2.550 -1.297 0.371 -0.222
C 3.138 -1.509 -1.018 -0.420
C 4.507 -0.847 -1.124 -0.402
C 4.380 0.630 -0.767 -0.419
C 3.765 0.784 0.618 -0.219
H 0.713 -3.956 0.986 0.198
H 0.239 -3.935 -0.718 0.202
H -0.557 -5.026 0.410 0.219
H -1.493 -3.051 1.642 0.198
H -0.756 -1.977 0.447 0.172
H -2.113 -3.012 -1.344 0.197
H -2.779 -4.162 -0.188 0.210
H -3.770 -2.232 1.098 0.196
H -4.439 -2.487 -0.511 0.209
H -2.333 -0.404 0.185 0.180
H -3.032 -0.670 -1.416 0.198
H -5.310 -0.207 -0.426 0.217
H -4.530 0.215 1.092 0.197
H -4.156 1.633 -1.590 0.204
H -5.128 2.197 -0.236 0.229
H -2.943 2.136 1.149 0.188
H -3.173 3.452 -0.016 0.218
H -1.881 2.013 -1.618 0.425
H -1.145 1.821 1.796 0.408
H 0.817 2.193 2.802 0.237
H 1.558 2.506 1.225 0.228
H 2.389 0.463 2.734 0.227
H 0.959 -0.343 2.070 0.233
H 1.834 0.604 -0.161 0.431
H 1.557 -1.745 0.424 0.234
H 3.187 -1.755 1.133 0.213
H 3.216 -2.579 -1.208 0.240
H 2.465 -1.082 -1.763 0.219
H 4.895 -0.953 -2.135 0.234
H 5.209 -1.333 -0.444 0.205
H 5.357 1.111 -0.776 0.240
H 3.750 1.135 -1.502 0.219
H 3.661 1.840 0.869 0.224
H 4.399 0.305 1.371 0.214
```

Calculated values
SMILES: CCCCCCCCNC(=S)NCC[NH+]1CCCCC1
frontier orbital gap: 9.88 eV
strongest force on any atom: 0.01590 Eh/bohr
charge: +1
E_LUMO: -2.14 eV
energy relative to the best compared isomer or geometry (same formula, charge and spin): 0.034 eV
E_HOMO: -12.02 eV

Entry 3:
A structure of composition C14H18N2O5, computed with wB97M-V/def2-TZVPD.

```
39
Properties=species:S:1:pos:R:3:nbo_charge:R:1
C 3.103 -0.539 0.362 -0.085
C 1.849 -1.672 0.429 0.692
C 2.588 0.399 -1.019 -0.446
C 1.707 1.461 -0.486 -0.012
C 1.880 1.944 0.837 -0.236
C 0.706 2.081 -1.365 -0.232
C 1.181 3.121 1.215 -0.223
C -0.220 2.954 -0.980 -0.243
C 0.041 3.475 0.447 -0.226
C -0.652 -1.999 0.743 -0.149
C -1.091 -1.741 -0.807 0.811
C -1.825 -1.308 1.548 -0.450
C -2.153 0.196 1.293 -0.546
C -3.259 0.417 0.129 0.807
H 3.830 -1.895 -0.887 0.393
H 4.522 -1.934 0.677 0.361
H 3.215 0.094 1.186 0.185
H 3.605 1.008 -1.256 0.244
H 2.074 -0.096 -1.946 0.262
H 2.589 1.390 1.602 0.210
H 0.259 1.535 -2.247 0.228
H 1.509 3.558 2.160 0.225
H -1.212 3.178 -1.411 0.237
H -0.672 4.228 0.999 0.221
H 0.720 -0.452 1.640 0.392
H -0.622 -3.127 1.102 0.259
H -1.614 -1.575 2.638 0.236
H -2.822 -1.920 1.575 0.259
H -1.193 0.792 1.084 0.223
H -2.616 0.758 2.200 0.257
H -1.741 1.189 -1.081 0.532
H -2.985 -1.516 -1.702 0.528
N 4.213 -1.404 -0.076 -0.842
N 0.745 -1.362 1.290 -0.654
O 1.922 -2.567 -0.398 -0.619
O -0.442 -0.947 -1.512 -0.596
O -4.436 0.173 0.264 -0.562
O -2.741 0.829 -1.088 -0.744
O -2.387 -2.312 -0.879 -0.698
```

Calculated values
frontier orbital gap: 9.01 eV
strongest force on any atom: 0.13638 Eh/bohr
E_LUMO: 0.15 eV
energy relative to the best compared isomer or geometry (same formula, charge and spin): 7.785 eV
E_HOMO: -8.86 eV

Entry 4:
A cluster of 8 separate species, C40H67N5O6 in total, computed with wB97M-V/def2-TZVPD.

```
118
Properties=species:S:1:pos:R:3:mulliken_charge:R:1
O 0.904 4.247 0.003 -0.609
N 0.836 3.017 0.278 1.120
O 1.541 2.502 1.178 -0.689
C 0.045 2.112 -0.568 -0.557
C -0.257 0.782 -0.183 -0.069
C -1.051 -0.071 -0.929 -0.291
C -1.631 0.321 -2.155 -0.777
C -1.271 1.628 -2.591 -0.215
C -0.535 2.482 -1.782 -0.806
H 0.309 0.581 0.715 0.665
H -1.019 -1.123 -0.687 0.484
H -2.197 -0.282 -2.849 0.570
H -1.555 1.999 -3.565 0.306
H -0.329 3.504 -2.064 0.475
C 5.619 -2.604 0.646 -0.791
O 4.200 -2.327 0.858 -0.242
C 3.401 -2.001 -0.326 -0.353
C 2.857 -3.387 -0.840 0.312
C 1.754 -3.235 -1.934 -1.446
N 2.083 -3.977 0.214 -0.295
H 5.776 -3.135 -0.292 0.324
H 6.105 -3.170 1.440 0.263
H 6.168 -1.705 0.366 0.289
H 2.499 -1.515 0.047 -0.130
H 3.839 -1.365 -1.095 0.384
H 3.690 -4.021 -1.142 0.471
H 0.728 -2.927 -1.735 0.100
H 1.773 -4.169 -2.496 0.418
H 2.038 -2.538 -2.723 0.461
H 2.719 -4.262 0.945 0.259
H 1.468 -3.361 0.727 0.142
C 0.940 -2.063 3.035 -0.972
O 0.298 -2.524 1.901 -0.124
C -1.010 -3.018 2.026 -1.108
C -1.422 -3.910 0.808 1.620
C -2.870 -4.195 0.651 -1.765
N -0.627 -5.141 0.771 -0.767
H 0.383 -1.344 3.637 0.358
H 1.918 -1.642 2.804 0.193
H 1.167 -2.960 3.611 0.398
H -1.281 -3.423 3.001 0.438
H -1.689 -2.187 1.835 0.303
H -1.099 -3.374 -0.084 -0.502
H -3.362 -3.226 0.728 0.396
H -3.250 -4.679 1.551 0.401
H -3.431 -4.662 -0.158 0.303
H 0.310 -4.910 0.472 0.498
H -1.053 -5.797 0.131 0.336
C 6.865 2.567 -1.907 -0.728
O 6.905 2.636 -0.473 -0.380
C 5.622 2.989 0.046 -0.680
C 5.386 2.411 1.414 0.518
C 5.213 0.857 1.443 -1.353
N 4.305 2.874 2.233 -0.337
H 7.785 2.197 -2.359 0.284
H 6.443 3.505 -2.266 0.319
H 6.088 1.859 -2.194 0.259
H 5.734 4.074 0.053 0.415
H 4.790 2.691 -0.592 0.315
H 6.292 2.586 1.994 0.373
H 5.983 0.365 0.849 0.265
H 4.232 0.439 1.217 0.211
H 5.541 0.441 2.395 0.317
H 4.246 3.877 2.338 0.298
H 3.431 2.590 1.812 0.069
C -1.843 2.482 2.663 -0.842
O -3.211 2.199 3.131 -0.374
C -4.133 3.198 2.639 -0.779
C -5.579 2.649 2.885 0.393
C -5.824 1.176 2.387 -1.484
N -6.518 3.329 2.034 -0.770
H -0.990 2.021 3.162 0.398
H -1.546 3.514 2.853 0.453
H -1.764 2.343 1.585 0.227
H -3.925 4.043 3.295 0.324
H -3.945 3.464 1.599 0.374
H -5.975 2.822 3.886 0.370
H -5.305 0.464 3.028 0.327
H -5.564 1.085 1.333 0.349
H -6.864 0.887 2.538 0.492
H -6.796 4.063 2.670 0.286
H -7.307 2.702 2.100 0.267
C -2.712 0.922 -6.451 -0.083
C -3.793 1.162 -5.570 -0.749
C -4.661 0.070 -5.337 -0.235
C -4.566 -1.051 -6.097 -0.578
C -3.463 -1.278 -6.910 -0.130
C -2.565 -0.292 -7.101 -0.627
H -1.969 1.704 -6.512 0.390
H -3.758 2.003 -4.894 0.480
H -5.510 0.126 -4.672 0.385
H -5.275 -1.865 -6.133 0.384
H -3.515 -2.200 -7.470 0.388
H -1.742 -0.470 -7.777 0.404
C -3.601 -5.473 -3.237 -0.518
C -2.471 -6.129 -2.744 -0.680
C -1.284 -5.510 -2.814 0.235
C -1.095 -4.343 -3.454 -1.230
C -2.197 -3.618 -3.803 0.208
C -3.446 -4.238 -3.785 -0.570
H -4.554 -5.966 -3.363 0.412
H -2.514 -7.143 -2.374 0.394
H -0.432 -6.057 -2.438 0.423
H -0.148 -3.850 -3.619 0.527
H -2.086 -2.583 -4.089 0.423
H -4.326 -3.695 -4.097 0.394
C 1.140 6.759 5.085 -0.395
C 1.327 6.151 3.921 -0.516
C 1.881 4.869 3.858 -0.026
C 2.161 4.171 5.039 -0.215
C 1.876 4.700 6.219 -0.562
C 1.414 6.059 6.262 -0.374
H 0.748 7.760 5.190 0.372
H 1.009 6.676 3.032 0.363
H 2.035 4.411 2.892 0.223
H 2.591 3.190 4.906 0.408
H 2.126 4.203 7.145 0.380
H 1.173 6.490 7.222 0.333
```

Calculated values
SMILES: O=[N+]([O-])c1ccccc1.COC[C@H](C)N.COC[C@H](C)N.COC[C@H](C)N.COC[C@H](C)N.c1ccccc1.c1ccccc1.c1ccccc1
frontier orbital gap: 7.18 eV
strongest force on any atom: 0.08188 Eh/bohr
E_LUMO: -1.33 eV
energy relative to the best compared isomer or geometry (same formula, charge and spin): 4.012 eV
E_HOMO: -8.51 eV

Entry 5:
An isolated molecule of C5H13NS, computed with wB97M-V/def2-TZVPD.

```
20
Properties=species:S:1:pos:R:3:nbo_charge:R:1
C 2.881 1.473 0.848 -0.624
C 1.680 0.894 1.572 -0.204
N 0.443 0.743 0.810 -0.640
C -0.354 -0.413 1.148 -0.227
C -1.744 -0.496 0.573 -0.405
C -1.758 0.013 -0.935 -0.515
S -0.667 -1.004 -2.002 -0.074
H 2.813 2.542 0.675 0.214
H 2.836 1.165 -0.217 0.200
H 3.737 1.044 1.352 0.224
H 1.941 -0.114 1.924 0.157
H 1.497 1.501 2.471 0.181
H 0.693 0.752 -0.171 0.353
H 0.237 -1.338 1.086 0.169
H -0.519 -0.312 2.235 0.194
H -2.532 0.028 1.090 0.216
H -1.882 -1.569 0.407 0.207
H -1.455 1.056 -0.863 0.236
H -2.773 -0.039 -1.322 0.214
H -1.055 -2.267 -1.731 0.125
```

Calculated values
SMILES: CCNCCCS
frontier orbital gap: 9.51 eV
strongest force on any atom: 0.06982 Eh/bohr
E_LUMO: 0.88 eV
energy relative to the best compared isomer or geometry (same formula, charge and spin): 1.032 eV
E_HOMO: -8.63 eV

Entry 6:
A structure of composition C8H23LiO7, computed with wB97M-V/def2-TZVPD.

```
39
Properties=species:S:1:pos:R:3:nbo_charge:R:1
Li 5.462 -24.349 -18.760 0.902
C 11.439 -26.427 -19.071 -0.634
C 10.288 -25.496 -19.503 -0.055
O 9.324 -25.431 -18.501 -0.985
H 11.117 -27.446 -18.852 0.194
H 12.001 -26.084 -18.203 0.189
H 12.186 -26.258 -19.846 0.179
H 9.939 -25.804 -20.488 0.093
H 10.631 -24.462 -19.549 0.108
C 4.014 -21.385 -13.983 -0.099
C 4.572 -21.034 -15.288 -0.105
O 3.837 -21.648 -16.340 -0.736
O 2.801 -20.738 -13.685 -0.728
H 4.652 -21.101 -13.146 0.198
H 3.649 -22.408 -13.894 0.181
H 5.627 -21.300 -15.345 0.198
H 4.546 -19.950 -15.408 0.177
H 2.919 -21.368 -16.320 0.463
H 2.137 -20.743 -14.378 0.454
C 2.908 -26.170 -21.430 -0.090
C 4.086 -25.675 -22.291 -0.092
O 4.527 -24.400 -21.791 -0.751
O 3.205 -26.115 -20.000 -0.749
H 2.630 -27.173 -21.753 0.182
H 2.016 -25.567 -21.599 0.173
H 3.717 -25.478 -23.297 0.180
H 4.985 -26.291 -22.330 0.192
H 4.694 -23.878 -22.579 0.481
H 2.549 -26.709 -19.628 0.480
C 7.846 -28.363 -14.182 -0.089
C 7.602 -27.161 -13.318 -0.092
O 8.005 -25.880 -13.811 -0.703
O 7.115 -28.291 -15.307 -0.702
H 7.542 -29.267 -13.655 0.177
H 8.908 -28.523 -14.370 0.164
H 8.128 -27.432 -12.402 0.169
H 6.557 -27.131 -13.010 0.155
H 7.934 -25.938 -14.766 0.458
H 7.470 -27.560 -15.817 0.462
```

Calculated values
frontier orbital gap: 4.07 eV
strongest force on any atom: 0.06082 Eh/bohr
E_LUMO: -1.26 eV
energy relative to the best compared isomer or geometry (same formula, charge and spin): 5.970 eV
E_HOMO: -5.33 eV